1.
The following is a quantum chemistry calculation of C23H13F5N6O2 in the gas phase in a non-equilibrium geometry, from the OMol25 dataset.

The geometry in ORCA input format:
```
! wB97M-V def2-TZVPD RIJCOSX def2/J DEFGRID3
* xyz 0 1
O -0.11360 1.26701 0.82171
F 0.85176 10.32484 -1.28858
F 1.71959 8.96046 -3.53748
F -1.61995 5.06526 -0.78091
F -1.08908 4.25580 1.22936
F -1.87616 2.98324 -0.38826
N 2.14291 2.78486 -1.54611
N 2.25052 4.04717 -1.83217
N -3.31847 -6.63586 1.41225
O 0.47974 -5.27617 0.13556
C 0.58384 1.30894 -0.19173
C 1.00586 2.62685 -0.74666
C -0.02897 -6.94358 2.80071
C -0.79989 -7.66231 3.68535
C 0.33725 3.82796 -0.63052
C -3.15526 -5.92837 0.28122
C -2.20151 -6.80001 2.14400
C 0.70182 8.22892 -0.14495
C 1.35820 -3.45223 -1.14571
C -0.08862 -2.96783 0.71994
C -1.94157 -5.43218 -0.14205
C 1.46143 -2.09186 -1.38880
C -0.00213 -1.63578 0.48430
C 0.81196 6.86038 -0.12914
C 1.44266 6.88076 -2.41328
C 1.00028 8.97921 -1.29529
C 1.44703 8.27955 -2.43223
C 0.57899 -3.92944 -0.06289
C -0.76603 -5.66839 0.59559
C -0.93629 -6.36898 1.79614
C 0.80344 -1.16523 -0.55237
C 1.13824 6.14066 -1.29042
N -2.11525 -7.55013 3.29842
N 1.08926 0.15153 -0.81457
N 1.21284 4.73584 -1.27373
C -1.05682 4.04196 -0.10012
H 1.04094 -6.75236 2.77957
H -0.41595 -8.23642 4.54221
H -4.00453 -5.80585 -0.38569
H 0.42074 8.73777 0.74734
H 1.77470 -4.22061 -1.80228
H -0.70392 -3.29373 1.56916
H -1.86279 -4.89201 -1.09009
H 2.00478 -1.78641 -2.30903
H -0.52317 -0.97604 1.20075
H 0.53641 6.32155 0.78619
H 1.73048 6.37217 -3.32437
H -2.92354 -8.05308 3.69763
H 1.61783 0.34214 -1.68796
*
```

## Properties
Energy: -50684.012 eV
Gap between HOMO and LUMO: 7.57 eV
F_max: 3.85 eV Å⁻¹
LUMO: -0.41 eV
SMILES string: O=C(Nc1ccc(Oc2ccnc3[nH]ccc23)cc1)c1nnn(-c2ccc(F)c(F)c2)c1C(F)(F)F

=====

2.
The following is a quantum chemistry calculation of a 2-piece molecular cluster, C9H14O overall in a non-equilibrium geometry, from the OMol25 dataset.

The geometry in ORCA input format:
```
! wB97M-V def2-TZVPD RIJCOSX def2/J DEFGRID3
* xyz 0 1
C 1.10888 2.04509 0.71518
C -0.86661 2.72744 -0.50183
C 0.15335 1.77817 -0.45270
C -2.02222 2.30958 -1.15349
C 0.23415 0.66410 -1.16618
C -1.95368 1.20500 -2.05995
C -0.82646 0.46272 -2.05056
H -0.72824 3.66120 0.04933
H -3.07266 2.67195 -1.04988
H 2.07308 2.33969 0.21858
H 1.36380 1.19581 1.17523
H 1.04873 -0.05319 -1.03119
H -2.77213 0.88512 -2.66518
H -0.81542 -0.34320 -2.66965
H 0.62245 2.61892 1.56550
C 1.22099 -2.59015 1.77677
C -0.11341 -2.50657 0.99938
O 2.07166 -3.02869 0.72198
H 1.72027 -1.61043 1.90756
H 1.13069 -3.20426 2.71789
H -0.64122 -1.70122 1.58541
H 1.75596 -3.92242 0.33683
H -0.65792 -3.43460 1.10218
H -0.03402 -2.17005 -0.07123
*
```

## Properties
Energy: -11605.182 eV
Gap between HOMO and LUMO: 9.90 eV
F_max: 4.71 eV Å⁻¹
LUMO: 0.93 eV
Energy relative to the best compared isomer or geometry (same formula, charge and spin): 236.84 kJ/mol
SMILES string: Cc1ccccc1.CCO

=====

3.
The following is a quantum chemistry calculation of C29H44BrN3P2SV as an isolated structure in a non-equilibrium geometry, from the OMol25 dataset.

The geometry in ORCA input format:
```
! wB97M-V def2-TZVPD RIJCOSX def2/J DEFGRID3
* xyz 2 4
C -1.63114 -4.46844 -5.82467
C -1.92229 -3.11979 -5.41904
C -2.63586 -2.34383 -6.38262
C -2.99955 -2.87427 -7.65828
N -2.63453 -4.14200 -7.92480
C -2.01037 -4.95853 -7.08547
C -1.52535 -2.46935 -4.17142
C -0.80993 -1.78636 -3.44507
C 0.42959 -1.55417 -2.91173
C 0.51244 -1.74302 -1.50898
C 1.36003 -1.04563 -0.63821
C 2.35713 -0.08733 -1.34783
C 1.93051 0.21259 -2.68135
C 1.30940 -0.69543 -3.54345
V -0.36535 0.39544 0.11951
P -1.25187 -0.17185 2.31401
H -2.87276 -1.32109 -6.13161
H -1.07851 -5.09953 -5.11487
H -3.56218 -2.24993 -8.37887
H -1.79500 -6.02185 -7.37116
H 1.48640 -0.53874 -4.59729
H -0.23456 -2.49822 -1.22065
H 2.55324 0.92364 -3.23450
H 1.04032 -1.10467 0.44104
C -0.76599 0.91852 3.75602
C -1.78830 1.68705 4.57509
H -0.04987 1.60745 3.29813
H -0.12452 0.27352 4.37276
H -1.27887 2.17757 5.41688
H -2.27536 2.45775 3.96891
H -2.54294 1.01771 4.99321
C -2.83916 0.54171 1.56302
C -3.67790 -0.53840 0.87975
H -2.49522 1.19049 0.69304
H -3.47223 1.21622 2.19205
H -4.46492 -0.16201 0.24226
H -3.04470 -1.13673 0.25091
H -4.14513 -1.21067 1.56829
C -1.65815 -1.80788 3.07597
C -2.75034 -1.75658 4.14669
H -0.70918 -2.15261 3.49341
H -1.91407 -2.55454 2.31026
H -3.17788 -2.73125 4.40916
H -2.37294 -1.31936 5.06735
H -3.59524 -1.14257 3.84104
Br 4.39189 0.04251 -1.52548
P 0.39782 2.97157 0.02522
C -1.15471 3.17846 0.97761
C -1.62138 4.52645 1.53418
H -1.08452 2.44092 1.77028
H -1.98384 2.87874 0.33238
H -2.54087 4.42076 2.11570
H -0.90463 5.00762 2.19479
H -1.85661 5.22600 0.72254
C 2.19662 3.30400 0.61386
C 2.82422 4.49283 -0.04968
H 2.72702 2.36982 0.56922
H 2.09856 3.45050 1.67885
H 3.84134 4.66955 0.26530
H 2.82440 4.37267 -1.12733
H 2.25177 5.40317 0.14959
C 0.08250 2.58820 -1.74541
C -0.72780 3.46589 -2.74455
H -0.44505 1.60997 -1.70372
H 1.01977 2.39246 -2.27110
H -0.77710 3.01211 -3.75025
H -1.76930 3.58248 -2.44228
H -0.30052 4.46488 -2.88383
C 3.45461 -2.51062 4.50240
N 4.03339 -2.20134 3.20961
C 5.30214 -2.56084 2.80602
C 5.42604 -2.20197 1.50877
N 4.21214 -1.62755 1.12540
C 3.35932 -1.54890 2.20964
S 1.97295 -0.66309 2.47993
H 2.83677 -1.66510 4.85869
H 2.81293 -3.41107 4.42406
H 4.27347 -2.71799 5.20780
H 6.02079 -3.00148 3.48562
H 6.27396 -2.34915 0.86291
H 4.02503 -1.22551 0.21640
*
```

## Properties
⟨S²⟩: 3.824
Energy: -160377.353 eV
Gap between HOMO and LUMO (spin up / spin down): 5.81 / 5.73 eV
F_max: 5.01 eV Å⁻¹
LUMO (spin up / spin down): -6.78 / -6.86 eV

=====

4.
The following is a quantum chemistry calculation of C46H67NO37S2 as an isolated structure in a non-equilibrium geometry, from the OMol25 dataset.

The geometry in ORCA input format:
```
! wB97M-V def2-TZVPD RIJCOSX def2/J DEFGRID3
* xyz 0 1
C 4.83393 -12.58209 24.87778
C 5.09986 -13.62727 23.95225
C 5.20863 -13.32888 22.59375
C 5.14518 -11.99335 22.21033
C 5.01141 -10.95128 23.11272
C 4.82991 -11.26886 24.42062
N 5.21871 -11.60122 20.74468
O 5.22177 -12.49978 19.96160
O 5.26844 -10.45087 20.40452
H 4.75140 -12.72771 25.93222
H 5.15090 -14.69560 24.18754
H 5.39582 -14.11127 21.89425
H 4.95461 -9.86754 22.91144
H 4.76195 -10.49033 25.19611
C 8.47786 -10.11083 31.90074
C 9.21570 -10.01292 30.61408
C 9.98038 -11.33836 30.32304
O 9.16074 -11.96076 29.26405
C 8.35405 -11.02702 28.73095
O 7.61134 -11.20799 27.82860
O 8.44679 -9.89081 29.41107
H 9.23852 -10.18014 32.68213
H 7.77553 -10.93412 31.87361
H 7.87559 -9.26107 32.16270
H 9.79391 -9.11180 30.61962
H 10.08041 -12.08042 31.13471
H 11.02118 -11.18866 29.96352
C 8.71613 -15.29048 28.73740
C 7.22200 -15.32855 28.87059
C 6.52815 -13.96703 28.92575
O 5.30447 -14.06958 28.02146
C 5.48016 -15.16766 27.30137
O 4.73526 -15.48180 26.39636
O 6.50159 -15.97705 27.81179
H 9.09522 -14.80264 29.63606
H 9.07843 -14.72695 27.90728
H 9.08450 -16.30424 28.58758
H 6.96953 -15.87800 29.76814
H 7.15951 -13.23543 28.45560
H 6.30322 -13.56114 29.88793
C 5.73544 -7.75878 28.17703
C 6.70097 -7.81345 27.02037
C 5.92544 -7.64491 25.70205
O 5.89830 -6.25677 25.52794
C 6.95519 -5.69719 26.20760
O 7.18473 -4.48920 26.12829
O 7.53496 -6.61871 27.00426
H 6.12427 -7.48143 29.10530
H 5.38825 -8.79711 28.24333
H 4.84557 -7.16099 27.91705
H 7.39478 -8.65886 27.07303
H 4.88204 -7.96877 25.74898
H 6.44488 -8.11900 24.88231
C 4.50535 -15.44595 16.15756
C 4.38442 -14.17499 16.91443
C 5.56282 -13.27140 16.71261
O 5.19313 -12.33696 15.68391
C 3.80429 -12.43750 15.53570
O 3.17648 -11.66030 14.89486
O 3.31899 -13.38873 16.35147
H 4.64524 -15.30826 15.05875
H 3.53976 -15.94093 16.23250
H 5.24883 -16.12297 16.54963
H 4.25442 -14.22782 17.99088
H 6.44309 -13.85831 16.48334
H 5.73798 -12.66936 17.60290
C -0.99518 -8.35792 24.99885
C 0.02845 -9.46924 24.86341
C 0.97537 -9.15620 23.71410
O 2.25965 -9.04853 24.39432
C 2.12986 -9.29569 25.70091
O 3.07867 -9.33225 26.43965
O 0.83723 -9.45179 26.04140
H -1.81193 -8.59281 25.66371
H -1.41488 -8.11480 24.04389
H -0.52721 -7.40732 25.34487
H -0.44754 -10.46461 24.86157
H 0.73870 -8.30728 23.12496
H 1.14170 -10.04823 23.04789
C 9.13615 -14.09961 24.43365
C 9.75664 -12.70011 24.49836
C 8.83011 -11.41204 24.22030
O 9.40518 -10.47737 25.17660
C 10.05845 -11.11004 26.14590
O 10.57487 -10.60000 27.10462
O 10.13845 -12.43251 25.86811
H 8.96166 -14.45860 23.40816
H 8.25348 -14.04795 25.06696
H 9.90549 -14.68168 24.93039
H 10.65843 -12.68076 23.91715
H 7.86288 -11.69165 24.60331
H 8.86791 -11.15030 23.19127
C 6.46429 -8.76259 17.38846
C 7.64098 -8.67605 18.37848
C 7.20540 -7.85663 19.62100
O 7.72295 -8.68211 20.65759
C 8.08684 -9.89548 20.16495
O 8.53753 -10.80688 20.83691
O 7.88427 -9.97861 18.86441
H 6.72001 -9.06326 16.38748
H 5.99238 -7.75651 17.30381
H 5.77034 -9.51896 17.76196
H 8.56866 -8.36495 17.93234
H 6.10333 -7.78859 19.71123
H 7.79935 -6.95177 19.55406
C 1.42462 -11.40317 18.02540
C 1.45447 -10.65087 19.37188
C 2.13669 -9.27671 19.28664
O 1.47052 -8.60650 20.34892
C 0.15905 -9.02718 20.34112
O -0.70495 -8.47550 20.87104
O 0.10544 -10.21459 19.70346
H 1.07401 -10.72367 17.28728
H 0.64352 -12.18706 17.99000
H 2.42263 -11.63252 17.71920
H 1.79583 -11.23896 20.19192
H 2.07856 -8.71393 18.36131
H 3.19139 -9.26646 19.59294
C 1.83729 -16.90259 24.19968
C 0.92227 -15.81469 24.58475
C 1.55750 -14.77136 25.52513
O 1.68523 -13.58300 24.73362
C 0.94767 -13.75174 23.63128
O 0.63074 -12.82571 22.87315
O 0.52373 -15.00289 23.43168
H 2.07348 -17.49627 25.11519
H 2.78788 -16.48911 23.75346
H 1.43645 -17.63106 23.47999
H 0.03095 -16.17019 24.99094
H 2.51536 -15.14371 25.87467
H 0.94848 -14.56916 26.35317
C 9.15607 -14.06251 19.78529
C 8.00080 -13.69968 18.79523
O 7.24117 -14.93597 18.79652
S 7.74175 -16.04499 19.94821
O 7.77622 -17.36631 19.38839
O 7.06996 -15.71660 21.17850
O 9.21179 -15.47576 20.01322
H 8.84869 -13.53697 20.66233
H 10.07335 -13.66390 19.46557
H 8.43285 -13.47661 17.76688
H 7.31128 -12.92862 19.09313
C 0.53377 -16.31995 19.58899
C 0.92983 -14.99332 20.30836
O 2.10671 -15.29612 21.01316
S 2.86634 -16.60911 20.33384
O 2.63697 -17.65906 21.27224
O 4.17704 -16.21313 19.90409
O 1.92042 -16.75667 19.09325
H -0.06043 -16.30365 18.64738
H 0.21152 -17.11669 20.32278
H 0.13840 -14.73724 21.00880
H 1.06208 -14.16709 19.63764
*
```

## Properties
Energy: -147703.687 eV
Gap between HOMO and LUMO: 9.40 eV
F_max: 4.01 eV Å⁻¹
LUMO: -0.47 eV